1.
62
Properties=species:S:1:pos:R:3 method="wB97M-V/def2-TZVPD" homo_energy_ha=-0.33555 spin_multiplicity=1 fmax_ev_per_a=0.67 e_tot_ev=-74123.0574 gap_ev=9.20
C -0.9088 1.3976 -0.8746
P -1.9677 0.2977 0.1043
O -3.3680 1.1531 0.1057
C -2.1858 -1.3194 -0.9682
C -1.0734 -1.3769 -1.9964
C -0.6937 -2.7285 -2.5718
O -1.2118 -3.2123 -3.5423
O -1.9398 -2.3600 0.0140
C -3.0508 -2.3552 0.7951
O -3.1136 -2.6881 1.9277
O -4.1087 -1.9181 0.0546
C -3.6465 -1.6772 -1.2734
Cl -3.8913 -3.2036 -2.1572
N -4.4634 -0.6729 -1.8690
C -4.0468 0.0860 -2.7188
O -3.6910 0.8938 -3.4696
H -0.6366 2.1606 -0.1501
H 0.0119 0.9105 -1.1805
H -1.4035 1.8807 -1.7220
H -3.4715 1.7248 -0.6653
H -1.2496 -0.6775 -2.8155
H -0.1839 -1.0267 -1.4740
H 0.1540 -3.2268 -2.0734
C 2.9049 -1.1578 -5.8184
C 3.1930 -0.6150 -4.4461
C 4.4585 -1.1140 -3.7748
O 4.1157 -1.0290 -2.3809
C 2.7766 -1.1377 -2.2814
O 2.1775 -1.2874 -1.2607
O 2.1979 -1.0587 -3.4943
H 2.9665 -2.2463 -5.8257
H 1.9033 -0.8738 -6.1368
H 3.6226 -0.7565 -6.5337
H 3.1712 0.4783 -4.4452
H 5.3392 -0.5109 -3.9735
H 4.6597 -2.1599 -4.0153
C 5.2546 1.1925 0.9881
C 4.0088 1.1532 1.8299
C 3.1912 -0.1223 1.7531
O 1.8669 0.3596 2.0232
C 1.8091 1.6522 1.6456
O 0.7967 2.2748 1.5578
O 3.0414 2.1231 1.3660
H 5.0337 0.9037 -0.0405
H 5.6771 2.1963 0.9786
H 5.9982 0.5073 1.3951
H 4.2331 1.3989 2.8716
H 3.4651 -0.8738 2.4880
H 3.1990 -0.5590 0.7522
C -1.9276 1.5755 3.6962
C -2.8705 1.0592 4.7455
C -4.3069 1.5288 4.6398
O -4.7426 1.4882 6.0047
C -3.6522 1.6420 6.7946
O -3.6894 1.8275 7.9678
O -2.5236 1.5584 6.0572
H -1.9879 2.6616 3.6114
H -0.8981 1.3144 3.9347
H -2.1793 1.1266 2.7358
H -2.8351 -0.0328 4.7942
H -4.9398 0.8902 4.0302
H -4.3681 2.5614 4.2868


2.
16
Properties=species:S:1:pos:R:3 method="wB97M-V/def2-TZVPD" homo_energy_ha=-0.27170 spin_multiplicity=1 fmax_ev_per_a=3.01 de_lowest_kj_mol=460.0 e_tot_ev=-8759.7571 gap_ev=8.00
N 1.1092 -1.5908 1.8522
C 0.6562 -0.7952 0.8932
N 1.0555 0.4648 0.8498
H 0.8698 -2.5673 1.8325
H 1.6302 -1.2660 2.6646
H 1.6839 0.8523 1.5449
H -2.5247 0.1821 0.0888
C 0.5669 1.4037 -0.1463
C -1.6433 -0.0769 -0.5013
C -1.7419 -0.0701 -1.8227
N 1.0167 1.4745 -1.3278
H 1.5191 0.6315 -1.5981
H -0.0649 2.1831 0.2627
H -0.6047 -0.7234 0.2291
H -0.8807 -0.2842 -2.4518
H -2.6475 0.1819 -2.3697